Molecular formula: C19H11Cl2N3O4Rh
Method: DFT, wB97M-V/def2-TZVPD

```
40
Properties=species:S:1:pos:R:3:lowdin_charge:R:1
Rh -0.45208 -0.02897 0.18616 1.294
O 2.81488 2.50657 0.27227 0.171
C 1.79201 1.92246 0.05921 -0.414
N 1.34961 0.73987 0.65020 0.031
C 2.24424 -0.00851 1.41947 -0.413
O 3.32374 0.33250 1.80801 0.171
C 1.72012 -1.37694 1.59680 -0.173
C 2.27340 -2.26716 2.48773 0.044
C 1.72620 -3.53636 2.56485 0.001
C 0.67007 -3.86185 1.72868 -0.038
C 0.16104 -2.90663 0.87232 -0.109
N 0.68168 -1.67497 0.81251 -0.003
C 0.84227 2.32573 -0.99876 -0.168
C 0.91101 3.55127 -1.62620 0.047
C -0.02829 3.84035 -2.59842 0.001
C -0.97559 2.87685 -2.92241 -0.012
C -0.97338 1.67458 -2.24927 -0.093
N -0.07491 1.40814 -1.29107 -0.009
H 3.11549 -1.94520 3.08421 0.138
H 2.12235 -4.26404 3.26026 0.127
H 0.23126 -4.84876 1.73535 0.119
H -0.65653 -3.12854 0.20664 0.123
H 1.69419 4.23606 -1.33229 0.139
H -0.02234 4.79801 -3.10128 0.127
H -1.71572 3.05060 -3.69023 0.123
H -1.68070 0.89683 -2.49082 0.124
Cl -7.45014 -2.31943 0.60846 0.718
C -5.78138 -1.91510 0.80197 -0.656
C -4.95881 -2.74375 1.58754 -0.080
C -3.62338 -2.48352 1.73986 -0.554
Cl -2.65989 -3.52929 2.72290 0.768
C -3.01546 -1.36155 1.12363 -0.327
O -1.73652 -1.14790 1.27244 -0.198
C -3.87775 -0.51854 0.38991 -0.133
C -3.35636 0.66490 -0.15295 -0.131
O -2.18992 1.09352 -0.00206 -0.115
C -5.25398 -0.81012 0.21728 -0.041
H -5.38924 -3.60346 2.08480 0.120
H -4.03800 1.29512 -0.73566 0.154
H -5.88052 -0.14492 -0.36404 0.126
```

Summary:
E_HOMO = -11.694 eV
max |F| = 0.9 eV/A
Kohn-Sham gap = 6.89 eV
M = 519.13 g mol⁻¹
LUMO level = -0.1765 Eh
total energy = -60588.1860 eV
net charge = +1